Below is 22 unconnected molecules or ions with the total composition C59H133Cl14N15O15, with properties calculated with ωB97M-V/def2-TZVPD.

Structure (ORCA input):
```
! RIJCOSX wB97M-V def2-TZVPD def2/J DEFGRID3
* xyz 0 1
C 0.85453 -27.29321 -0.00119
C 0.67219 -26.79954 1.41310
O 0.56023 -25.62522 1.69659
N 0.80795 -27.79932 2.34393
C 0.63223 -27.58032 3.77295
H 1.66254 -26.68694 -0.44914
H -0.00067 -27.09751 -0.63962
H 1.16417 -28.33564 0.10344
H 0.91490 -28.76183 2.03559
H -0.38027 -27.89140 4.06628
H 0.83243 -26.52017 3.97625
H 1.31883 -28.11032 4.44065
C 1.62271 -32.51721 1.49829
C 2.47624 -31.46963 0.87646
O 2.19984 -30.27293 0.83354
N 3.61588 -31.87880 0.23342
C 4.60171 -31.01178 -0.36972
H 0.68236 -32.62856 0.93806
H 1.34346 -32.23188 2.51899
H 2.18951 -33.45089 1.59853
H 3.77469 -32.86136 0.37683
H 4.20861 -30.56774 -1.29987
H 5.48440 -31.61374 -0.61558
H 4.90547 -30.29486 0.37459
C 4.14791 -27.28336 2.53960
C 5.60086 -27.43925 2.84290
O 6.15659 -28.52230 2.71291
N 6.24428 -26.37132 3.39558
C 7.62601 -26.36391 3.73581
H 4.05598 -26.44380 1.86383
H 3.57837 -27.16062 3.45733
H 3.80706 -28.19451 2.01559
H 5.74197 -25.49556 3.48447
H 7.88937 -25.35296 4.03701
H 8.26316 -26.64099 2.90197
H 7.80885 -27.04794 4.57463
C 9.14870 -26.34093 -2.02186
C 9.16641 -24.90805 -2.49390
O 9.84160 -24.06969 -1.89476
N 8.37382 -24.64679 -3.56136
C 8.22260 -23.35072 -4.20235
H 8.92306 -26.29951 -0.94182
H 10.13835 -26.81010 -2.13259
H 8.50485 -27.08415 -2.50339
H 7.94524 -25.42923 -4.03536
H 7.18924 -22.99880 -4.09797
H 8.57527 -23.35419 -5.22205
H 8.89770 -22.66829 -3.67839
C 5.01655 -34.12235 -6.64649
C 5.39253 -34.09916 -5.21440
O 6.55626 -34.27537 -4.89239
N 4.33989 -33.88058 -4.31830
C 4.62119 -33.73398 -2.93107
H 3.94219 -34.14746 -6.79927
H 5.42598 -35.00068 -7.12389
H 5.33434 -33.18892 -7.10524
H 3.51336 -33.60812 -4.80753
H 3.78075 -33.18991 -2.48910
H 5.48678 -33.09066 -2.75050
H 4.76144 -34.69864 -2.38836
C 3.93529 -21.89509 -6.53162
C 4.04756 -22.64683 -7.81030
O 3.09522 -23.27245 -8.26836
N 5.23573 -22.62902 -8.39232
C 5.46746 -23.15315 -9.73852
H 3.26090 -21.03397 -6.69947
H 4.84893 -21.50305 -6.08986
H 3.45100 -22.58226 -5.81366
H 6.02379 -22.23726 -7.89993
H 4.67466 -22.67767 -10.30787
H 5.32277 -24.21878 -9.77911
H 6.47253 -22.95223 -10.03796
C 6.15453 -26.02025 -7.63152
C 7.12442 -26.57744 -6.61142
O 6.68127 -27.00777 -5.51632
N 8.43806 -26.68165 -6.83647
C 9.16472 -26.32333 -7.97606
H 5.38800 -26.79090 -7.77299
H 6.68330 -25.82625 -8.57216
H 5.71055 -25.11615 -7.18456
H 9.00604 -27.20732 -6.20232
H 9.25174 -25.24012 -8.09244
H 8.81751 -26.66277 -8.93262
H 10.17145 -26.72961 -7.96203
C 4.53229 -30.99766 4.59420
C 3.16191 -30.62859 5.03655
O 2.93295 -29.47069 5.31737
N 2.27371 -31.65448 5.09839
C 0.85901 -31.47606 5.40743
H 4.63888 -32.07647 4.45099
H 5.23407 -30.60552 5.34973
H 4.74551 -30.47678 3.66786
H 2.52417 -32.55934 4.73141
H 0.28265 -31.04628 4.60066
H 0.74266 -30.71602 6.15842
H 0.60057 -32.41305 5.85953
C -1.89527 -24.47909 -1.07485
C -3.31337 -25.00874 -1.37874
O -3.55030 -26.23686 -1.34532
N -4.28747 -24.08753 -1.52321
C -5.61541 -24.53294 -1.69284
H -1.62028 -25.01085 -0.14612
H -1.77784 -23.40389 -1.03631
H -1.20896 -24.82062 -1.84894
H -4.04726 -23.11994 -1.51753
H -6.15687 -24.92221 -0.84235
H -5.62226 -25.37787 -2.37621
H -6.24018 -23.72886 -2.08650
C 7.25467 -31.91177 1.98772
C 8.07526 -31.88092 3.27843
O 8.74242 -32.82671 3.63995
N 7.97089 -30.64120 3.95730
C 8.71176 -30.39165 5.17531
H 7.95078 -31.91904 1.13045
H 6.58527 -31.04950 1.93801
H 6.68247 -32.86063 2.00899
H 7.50273 -29.90613 3.44269
H 8.07502 -30.11056 6.04547
H 9.43326 -29.57568 5.04178
H 9.24590 -31.28531 5.45887
C 0.85526 -29.48976 -6.17893
C -0.49916 -29.11610 -6.90629
O -1.58202 -29.20069 -6.37144
N -0.37902 -28.80520 -8.22951
C -1.55090 -28.41496 -8.96683
H 1.10233 -28.83175 -5.33219
H 1.68621 -29.43424 -6.87463
H 0.74362 -30.49568 -5.76364
H 0.53973 -28.57880 -8.58261
H -1.28676 -27.99005 -9.92049
H -2.12157 -27.62955 -8.48445
H -2.21012 -29.27457 -9.11478
C 11.69268 -29.47119 -1.58551
C 11.01712 -28.78279 -0.45729
O 11.55791 -27.86256 0.12928
N 9.81842 -29.28378 -0.12676
C 9.03748 -28.77215 1.00407
H 11.08665 -30.14545 -2.20597
H 12.46632 -30.09467 -1.15211
H 12.11056 -28.67336 -2.18437
H 9.44722 -30.07454 -0.62519
H 8.15148 -29.40660 1.10075
H 8.68931 -27.73256 0.97016
H 9.58677 -28.88570 1.93728
C 7.88552 -30.95232 -3.50970
C 8.13906 -31.82709 -2.35834
O 8.35013 -31.37622 -1.26263
N 8.24534 -33.14658 -2.63278
C 8.46320 -34.09531 -1.56002
H 7.19457 -30.10476 -3.31064
H 7.32643 -31.45170 -4.28890
H 8.83619 -30.66210 -3.99385
H 7.97670 -33.40058 -3.57150
H 9.49683 -34.01403 -1.22260
H 8.32398 -35.11202 -1.90671
H 7.79951 -33.96092 -0.70849
C 0.27406 -34.53188 -3.91885
C 0.88139 -33.14685 -3.88528
O 1.58393 -32.77135 -4.80985
N 0.64074 -32.48887 -2.65434
C 1.10172 -31.13273 -2.41674
H -0.28654 -34.69689 -4.82596
H -0.41756 -34.60013 -3.07990
H 1.01443 -35.30538 -3.70508
H 0.13383 -32.95676 -1.92014
H 0.67637 -30.75012 -1.48081
H 0.80865 -30.50785 -3.27012
H 2.18895 -31.03871 -2.27099
C 2.33816 -23.25960 0.99833
C 3.48411 -22.41971 1.33401
O 4.11430 -21.75153 0.51838
N 3.91777 -22.55685 2.63300
C 5.02577 -21.77876 3.20342
H 1.93779 -22.94564 0.03756
H 1.61702 -23.38297 1.79952
H 2.73558 -24.28163 0.92804
H 3.24522 -23.04506 3.22179
H 5.93369 -21.87261 2.60072
H 5.28386 -22.19630 4.17564
H 4.79607 -20.72743 3.30289
Cl -4.06566 -30.65646 -2.99575
C -2.44354 -29.98779 -3.06275
C -2.44791 -28.51012 -3.25194
Cl -0.78196 -27.80612 -3.05961
H -1.92560 -30.51170 -3.86642
H -1.96025 -30.30100 -2.15618
H -3.07673 -27.93886 -2.57320
H -2.74354 -28.26018 -4.28351
Cl 2.27473 -24.96659 -5.24152
C 1.05428 -25.04622 -6.56400
C -0.27242 -25.60632 -6.13276
Cl -1.26421 -24.67599 -5.00766
H 1.56520 -25.63423 -7.34321
H 1.04454 -23.99667 -6.90900
H -0.12626 -26.51975 -5.57149
H -0.92739 -25.79255 -6.97514
Cl 4.94005 -21.33766 -3.22709
C 4.36194 -19.66719 -3.10807
C 4.26351 -19.29207 -1.68552
Cl 3.86980 -17.53231 -1.53250
H 3.38981 -19.63338 -3.60705
H 5.05479 -19.03095 -3.65900
H 5.23535 -19.37129 -1.21090
H 3.43051 -19.83070 -1.17743
Cl 3.82660 -24.72874 -1.99020
C 4.99740 -25.63128 -2.99045
C 4.82026 -27.12901 -2.80667
Cl 5.42392 -27.66532 -1.18229
H 5.95863 -25.27345 -2.62625
H 4.95199 -25.31091 -4.02156
H 5.43826 -27.65652 -3.53466
H 3.79845 -27.45690 -2.88798
Cl 7.66855 -20.18479 0.46863
C 7.94156 -21.49653 -0.75003
C 6.98563 -22.60432 -0.52533
Cl 7.32530 -23.58668 0.92334
H 8.99106 -21.79023 -0.71570
H 7.80883 -21.10053 -1.76933
H 6.94265 -23.27204 -1.37899
H 5.94004 -22.31314 -0.46867
Cl 4.22459 -30.13757 -4.96340
C 5.50515 -30.21399 -6.23350
C 4.80543 -29.96826 -7.49962
Cl 5.94792 -29.81830 -8.90154
H 5.93869 -31.20419 -6.17693
H 6.20721 -29.44382 -5.92320
H 4.21099 -29.06648 -7.45214
H 4.11434 -30.75822 -7.79219
Cl 0.88974 -20.16028 -4.84612
C 0.43899 -21.79131 -4.21035
C 1.14349 -22.11339 -2.91871
Cl 0.39146 -21.17151 -1.59560
H 0.71000 -22.57937 -4.90769
H -0.64372 -21.78988 -4.08517
H 2.20965 -21.84593 -2.87957
H 1.00591 -23.17030 -2.66118
*
```

Values from the calculation:
E_HOMO	-0.324	Eh
Kohn-Sham gap	8.6	eV
LUMO level	-0.0070	Eh



Below is a molecular structure, C3H5N3, with properties calculated with ωB97M-V/def2-TZVPD.

Structure (ORCA input):
```
! RIJCOSX wB97M-V def2-TZVPD def2/J DEFGRID3
* xyz 0 1
C -1.64509 0.16198 0.21803
N -0.32331 0.10509 0.73732
N 0.38012 1.16649 0.36390
C 1.33725 0.58197 -0.31112
C 1.33943 -0.83132 -0.15314
N 0.24847 -1.14995 0.47436
H -2.26315 -0.43893 0.90611
H -1.12138 -0.29924 -0.95499
H -2.10326 1.10763 -0.10030
H 2.11652 1.18631 -0.69582
H 2.03441 -1.59004 -0.48436
*
```

Values from the calculation:
E_HOMO	-0.352	Eh
Kohn-Sham gap	10.4	eV
relative energy (zero: lowest compared OMol25 entry of this formula, charge and spin)	341.0	kJ/mol
LUMO level	0.0291	Eh



Below is a molecular structure, C38H42F2MoNOS, with properties calculated with ωB97M-V/def2-TZVPD.

Structure (ORCA input):
```
! RIJCOSX wB97M-V def2-TZVPD def2/J DEFGRID3
* xyz 1 3
Mo -1.98979 0.37678 -1.03408
C -2.58502 0.73381 0.93883
C -2.93420 -0.65310 0.63047
C -3.87758 -0.55441 -0.46646
C -4.26144 0.79446 -0.53226
C -3.40459 1.61179 0.20538
C -3.39735 3.04175 0.55215
C -3.80540 3.79786 -0.69187
C -2.13967 3.64387 1.22640
C -4.45341 3.12922 1.64807
C -4.43487 -1.54671 -1.61489
C -5.55985 -2.33992 -1.04457
C -4.96499 -0.80092 -2.89162
C -3.33131 -2.48524 -1.89423
C -2.51775 -1.80990 1.48460
C -3.77139 -2.82964 1.74022
C -2.08035 -1.17352 2.73276
C -1.32449 -2.65922 0.88377
H -1.84147 1.07858 1.64763
H -5.10800 1.16339 -1.09154
H -3.01868 3.63224 -1.46488
H -4.08877 4.83011 -0.52676
H -4.73942 3.45291 -1.16032
H -1.22632 3.48340 0.57656
H -1.89003 3.35858 2.27977
H -2.33028 4.73967 1.22482
H -5.45827 2.98096 1.27972
H -4.34619 4.08736 2.09904
H -4.26966 2.38627 2.41055
H -6.43397 -1.80485 -0.67813
H -5.40822 -3.09027 -0.28420
H -6.08982 -2.93054 -1.84138
H -5.22015 -1.56288 -3.65775
H -4.09350 -0.14469 -3.19909
H -5.78475 -0.18849 -2.55937
H -3.29241 -3.22775 -1.11674
H -2.34466 -1.86049 -2.02799
H -3.49153 -3.04282 -2.81064
H -3.65931 -3.63226 2.53187
H -3.99664 -3.40215 0.81982
H -4.63943 -2.24965 1.98866
H -2.76036 -0.56721 3.32685
H -1.19277 -0.60474 2.71402
H -1.84176 -2.03860 3.32814
H -1.28730 -3.53480 1.52415
H -0.36053 -2.07522 0.86745
H -1.56480 -2.86981 -0.12455
F 0.00476 4.77736 -1.59952
C 0.66122 3.71351 -1.32981
C 0.05172 2.51629 -1.43232
C 0.84638 1.38375 -1.07752
C 2.19972 1.48838 -0.62915
C 2.75417 2.81138 -0.51008
F 3.98222 2.90207 -0.10834
C 1.99555 3.88818 -0.83396
C 2.44034 -0.83168 -0.94116
C 3.28272 -2.02530 -0.89999
C 2.87140 -3.10241 -1.58875
C 1.56254 -3.24804 -2.07912
C 0.70677 -2.23374 -1.90197
N 1.05193 -0.97255 -1.29869
H -1.09432 2.50894 -1.69526
H 2.59776 4.82612 -0.88535
H 4.26621 -1.82436 -0.36307
H 3.52734 -4.01832 -1.74265
H 1.16120 -4.14964 -2.47392
H -0.31995 -2.53562 -2.12023
C 10.35056 -1.37729 2.12705
C 9.07656 -0.98020 1.45744
O 8.47766 -1.68731 0.72489
S 8.54486 0.67560 1.88504
C 6.93324 0.57689 1.12824
C 5.80750 0.82890 2.00337
C 4.53994 0.69831 1.50305
C 4.33071 0.42168 0.09780
C 5.42449 0.22208 -0.78668
C 6.72747 0.24133 -0.21169
C 2.98665 0.34556 -0.50365
C 0.25089 0.10819 -1.27765
H 11.13565 -1.43203 1.40417
H 10.21891 -2.32752 2.58513
H 10.80836 -0.69730 2.79841
H 5.99594 1.15265 3.04161
H 3.70760 0.81630 2.16690
H 5.15379 -0.00111 -1.82568
H 7.59195 -0.10225 -0.75524
*
```

Values from the calculation:
E_HOMO (spin up / spin down)	-0.378 / -0.360	Eh
Kohn-Sham gap (spin up / spin down)	6.7 / 6.1	eV
relative energy (zero: lowest compared OMol25 entry of this formula, charge and spin)	261.9	kJ/mol
LUMO level (spin up / spin down)	-0.1329 / -0.1374	Eh
expectation value of S²	2.02



Below is a gas-phase ion, C9H12ClFN3O (charge +1), with properties calculated with ωB97M-V/def2-TZVPD.

Structure (ORCA input):
```
! RIJCOSX wB97M-V def2-TZVPD def2/J DEFGRID3
* xyz 1 3
C 3.34152 1.47347 -0.04893
C 2.10933 2.01177 0.09276
C 0.93693 1.09486 0.21287
C 2.71401 -0.75307 -0.10837
C -1.19848 0.25684 0.47488
C -0.20667 -0.88625 0.14647
C -0.36472 -1.87844 1.37554
C -0.63430 -1.65611 -1.10069
C -2.34447 0.57744 -0.54532
N 3.57274 0.14677 -0.16551
N 1.06878 -0.20404 0.11174
N -0.34041 1.46763 0.32192
O -2.93994 1.80471 -0.21815
F 1.99419 3.31834 0.12497
Cl 2.81543 -2.37989 -0.06671
H 4.05765 2.23855 -0.07738
H -1.74255 0.36488 1.35900
H 0.71671 -2.27194 1.60107
H -1.12183 -2.68093 1.10261
H -0.68219 -1.42353 2.22423
H -0.54790 -1.01192 -1.90824
H -1.59844 -1.95351 -1.08081
H 0.06892 -2.37341 -1.40741
H -3.20370 -0.07565 -0.46552
H -2.00698 0.73627 -1.50146
H -0.62874 2.38654 0.05020
H -3.83489 1.67063 -0.50377
*
```

Values from the calculation:
E_HOMO (spin up / spin down)	-0.392 / -0.497	Eh
Kohn-Sham gap (spin up / spin down)	7.5 / 6.1	eV
relative energy (zero: lowest compared OMol25 entry of this formula, charge and spin)	0.0	kJ/mol
LUMO level (spin up / spin down)	-0.1172 / -0.2739	Eh
expectation value of S²	2.02



Below is a molecular structure, C11H24DyIO3P2, with properties calculated with ωB97M-V/def2-TZVPD.

Structure (ORCA input):
```
! RIJCOSX wB97M-V def2-TZVPD def2/J DEFGRID3
* xyz 2 6
C 1.38448 0.63423 -2.94624
C 1.19752 -0.40574 -1.84814
H 1.96929 0.23173 -3.79439
H 1.92812 1.51958 -2.57541
H 0.41745 0.97362 -3.35696
O 1.64641 -1.50412 -1.95389
I -1.46116 1.67211 2.76913
Dy -0.32990 0.74526 0.15903
P -2.14860 -0.62048 -1.35206
C -2.78512 -2.29199 -1.05223
C -3.49842 0.55153 -0.88946
H -4.27135 0.44974 -1.66696
H -3.15409 -0.76101 -3.52262
H -3.14030 1.59573 -0.91270
H -1.95620 0.56212 -3.45806
H -2.98623 -2.44815 0.02282
H -3.90931 0.32731 0.10470
C -2.16512 -0.47048 -3.15349
H -3.69459 -2.43235 -1.65779
H -1.40492 -1.13653 -3.57268
H -1.99866 -2.97493 -1.40850
P 2.21926 1.14169 0.98698
C 2.97646 -0.04096 2.14297
C 3.60140 1.61918 -0.09664
H 1.44213 3.40045 1.55536
H 3.09632 3.06192 2.13904
H 1.67301 2.41280 3.02429
C 2.08275 2.64519 2.03485
H 3.27927 2.43091 -0.76436
H 4.44265 1.97717 0.51187
H 3.86871 0.39931 2.60887
H 3.26103 -0.95236 1.60100
H 3.92234 0.76360 -0.70237
H 2.25603 -0.30085 2.93164
C 0.48971 -1.48615 0.42972
O 0.96273 -2.52273 0.60244
C -1.19681 -1.63310 3.07727
C -1.93449 -0.61808 2.27242
O -3.05618 -0.79127 1.83542
H -0.15632 -1.33275 3.24454
H -1.19513 -2.62341 2.59087
H -1.67418 -1.76773 4.03972
*
```

Values from the calculation:
E_HOMO (spin up / spin down)	-0.517 / -0.572	Eh
Kohn-Sham gap (spin up / spin down)	5.6 / 7.5	eV
relative energy (zero: lowest compared OMol25 entry of this formula, charge and spin)	0.0	kJ/mol
LUMO level (spin up / spin down)	-0.3119 / -0.2980	Eh
expectation value of S²	9.78



Which formula does entry 3 have?
C38H42F2MoNOS